Record 1
ORCA calculation (the ωB97M-V functional and the def2-TZVPD basis) on a structure of composition C43H49FO5P3S2Zr.

Geometry as XYZ:
```
104
Properties=species:S:1:pos:R:3:forces:R:3:mulliken_charge:R:1
Zr 0.597674 -0.495812 0.714500 -0.2 -0.3 -0.2 -0.426
C 1.424116 -1.526838 2.839607 0.0 0.1 0.0 -0.283
C 0.926744 -2.579402 2.042044 0.0 0.0 0.0 -0.860
C -0.470912 -2.420591 1.936290 0.1 0.0 0.0 -0.317
C -0.834565 -1.251336 2.631318 0.0 0.1 0.0 -0.667
C 0.339744 -0.707380 3.205301 0.1 0.1 0.0 -1.052
H 2.463455 -1.352280 3.069484 0.0 -0.1 0.0 0.494
H 1.519327 -3.354857 1.586445 0.0 0.0 0.0 0.683
H -1.124664 -3.062440 1.369777 0.0 0.0 0.0 0.748
H -1.822027 -0.819723 2.698026 0.0 0.0 0.0 0.480
H 0.398218 0.196740 3.788416 0.0 0.0 0.0 1.194
O -0.165354 -1.936507 -0.820273 0.1 0.0 0.0 0.924
P -1.093777 -2.109453 -1.993376 -0.1 0.0 0.1 1.057
C -1.671015 -0.504134 -2.617604 0.0 0.0 0.0 -1.823
P -2.123216 0.635600 -1.271303 0.1 0.0 0.0 0.811
O -1.286168 0.392233 -0.035248 -0.1 0.1 0.0 0.273
C -3.845579 0.395910 -0.859787 0.0 0.0 0.1 1.152
C -4.816150 0.060595 -1.799847 0.0 0.0 0.0 -0.497
C -6.132734 -0.103284 -1.401243 0.0 0.0 0.0 -0.698
C -6.479872 0.073226 -0.069020 0.0 0.0 0.0 -0.570
C -5.515953 0.420512 0.867778 0.0 0.0 0.0 -0.867
C -4.196417 0.584755 0.477272 0.0 0.0 0.0 -0.238
C -1.889958 2.273372 -1.944204 0.0 0.0 0.0 0.450
C -2.352219 2.576396 -3.224800 0.0 0.0 0.0 -0.665
C -2.190928 3.854764 -3.729567 0.0 0.0 0.0 -0.653
C -1.577024 4.830623 -2.953948 0.0 0.0 0.0 -0.712
C -1.128645 4.531025 -1.676567 0.0 0.0 0.0 -0.318
C -1.282068 3.250477 -1.162816 0.0 0.0 0.0 -0.232
C -0.261368 -2.927404 -3.341710 0.0 0.0 0.0 0.286
C 0.805093 -3.766301 -3.020146 0.0 0.0 0.0 -0.528
C 1.479406 -4.436497 -4.028430 0.0 0.0 0.0 -0.809
C 1.090794 -4.272044 -5.350592 0.0 0.0 0.0 -0.579
C 0.029689 -3.436721 -5.673359 0.0 0.0 0.0 -0.720
C -0.648102 -2.761783 -4.670857 0.0 0.0 0.0 -0.231
C -2.571609 -3.011582 -1.546036 0.0 0.0 -0.1 0.768
C -3.186982 -2.713782 -0.329599 0.0 0.0 0.0 0.099
C -4.376140 -3.334432 0.013363 0.0 0.0 0.0 -1.028
C -4.952731 -4.251205 -0.855876 0.0 0.0 0.0 -0.823
C -4.340360 -4.555141 -2.063470 0.0 0.0 0.0 -0.762
C -3.147552 -3.938723 -2.412514 0.0 0.0 0.0 -1.097
H -2.503434 -0.664894 -3.303319 0.0 0.0 0.0 0.958
H -0.849002 -0.022712 -3.149944 0.0 -0.1 0.0 0.719
H -4.558944 -0.085450 -2.841811 0.0 0.0 0.0 0.264
H -6.886505 -0.371967 -2.128714 0.0 0.0 0.0 0.458
H -7.508548 -0.055798 0.240086 0.0 0.0 0.0 0.427
H -5.792572 0.565447 1.903349 0.0 0.0 0.0 0.463
H -3.434896 0.846253 1.202784 0.0 0.0 0.0 0.398
H -2.841053 1.822172 -3.831375 0.0 0.0 0.0 0.282
H -2.545451 4.093170 -4.722904 0.0 0.0 0.0 0.440
H -1.455197 5.830784 -3.347762 0.0 0.0 0.0 0.427
H -0.666883 5.300067 -1.071733 0.0 0.0 0.0 0.331
H -0.955514 3.013015 -0.155325 0.0 0.0 0.0 -0.004
H 1.106920 -3.880739 -1.986593 0.0 0.0 0.0 0.254
H 2.310480 -5.083405 -3.782880 0.0 0.0 0.0 0.436
H 1.620435 -4.794538 -6.135759 0.0 0.0 0.0 0.415
H -0.266234 -3.308074 -6.705539 0.0 0.0 0.0 0.440
H -1.472148 -2.108907 -4.931700 0.0 0.0 0.0 0.364
H -2.738543 -1.995502 0.346125 0.0 0.0 0.0 0.146
H -4.851084 -3.103615 0.957542 0.0 0.0 0.0 0.519
H -5.880159 -4.738598 -0.586252 0.0 0.0 0.0 0.430
H -4.786189 -5.279938 -2.730840 0.0 0.0 0.0 0.461
H -2.663592 -4.190622 -3.347550 0.0 0.0 0.0 0.450
O 0.953342 0.563406 -1.512549 0.1 0.0 0.1 -0.551
H 1.760400 0.122108 -1.818922 0.0 0.0 0.0 0.330
H 1.250485 1.435365 -1.195514 0.0 0.0 -0.1 0.262
F 6.520303 -4.054099 2.808069 0.0 0.0 0.0 -0.350
C 5.597111 -3.385738 2.088873 0.0 0.0 0.0 0.314
C 5.539082 -2.008704 2.181085 0.0 0.0 0.0 -0.699
C 4.584189 -1.330783 1.439625 0.0 0.0 0.0 -0.346
C 3.684041 -2.004609 0.610416 0.0 0.0 0.1 -0.564
C 2.638579 -1.261051 -0.148915 0.0 0.0 -0.1 -0.815
C 3.795543 -3.392377 0.536158 0.0 0.0 0.0 -0.015
C 4.741938 -4.093415 1.270623 0.0 0.0 0.0 -0.864
H 6.237984 -1.485693 2.819722 0.0 0.0 0.0 0.464
H 4.533419 -0.249062 1.501880 0.0 0.0 0.0 0.483
H 2.325848 -1.855664 -1.017358 0.0 0.0 0.0 0.480
H 3.111610 -0.347463 -0.533998 0.0 0.0 0.0 1.024
H 3.128732 -3.943743 -0.119563 0.0 0.0 0.0 0.392
H 4.826759 -5.169644 1.209170 0.0 0.0 0.0 0.467
C 3.197654 3.450088 5.397105 0.0 0.0 0.0 -1.642
C 3.116745 2.422373 4.291267 0.0 0.0 0.0 0.750
C 3.626665 1.054796 4.682431 0.0 0.0 0.0 -0.870
O 1.700778 2.275186 3.938074 0.1 0.0 0.0 -0.253
P 1.173707 2.664784 2.503133 -0.2 -0.1 0.0 0.874
S -0.750625 2.425821 2.380790 0.0 0.1 0.1 -0.495
S 2.210854 1.566663 1.116574 0.0 0.0 0.1 -0.403
O 1.704125 4.156576 2.373245 0.0 0.0 0.0 -0.191
C 1.497556 4.921180 1.155619 0.0 0.0 0.0 1.519
C 2.848797 5.436753 0.712722 0.0 0.0 0.0 -1.580
C 0.491911 6.009293 1.460866 0.0 0.0 0.0 -1.634
H 4.237694 3.602430 5.686956 0.0 0.0 0.0 0.404
H 2.638873 3.110444 6.269350 0.0 0.0 0.0 0.330
H 2.784960 4.400793 5.063818 0.0 0.0 0.0 0.356
H 3.651321 2.781531 3.408231 0.0 0.0 0.0 0.334
H 3.037809 0.653476 5.508275 0.0 0.0 0.0 0.294
H 4.667273 1.124522 5.000726 0.0 0.0 0.0 0.476
H 3.570983 0.368217 3.837459 0.0 0.0 0.0 -0.144
H 1.098109 4.241629 0.396136 0.0 0.0 0.0 -0.466
H 3.276282 6.079018 1.483220 0.0 0.0 0.0 0.341
H 2.746783 6.018815 -0.204313 0.0 0.0 0.0 0.439
H 3.532765 4.608927 0.526767 0.0 0.0 0.0 0.309
H 0.864194 6.642709 2.266391 0.0 0.0 0.0 0.403
H -0.459792 5.576737 1.767468 0.0 0.0 0.0 0.306
H 0.333157 6.635680 0.581574 0.0 0.0 0.0 0.490
```
Positions in Å, forces in eV/Å.

The calculation puts the gap between HOMO and LUMO at 0.280 Eh. The LUMO energy comes out at -2.251 eV. The strongest force on any atom comes out at 0.389 eV/Å. As for the total energy: -109163.1554 eV. The calculation puts the energy above the lowest of the compared OMol25 structures with the same formula, charge and spin at 12.8 kJ/mol. The total charge is +1.



Record 2
ORCA calculation (the ωB97M-V functional and the def2-TZVPD basis) on a structure of composition C43H49Ge2MnN6Te.

Geometry as XYZ:
```
102
Properties=species:S:1:pos:R:3:forces:R:3:mulliken_charge:R:1
Mn 0.562812 -0.310013 -0.738933 0.2 -0.2 0.0 0.504
C 4.364429 0.942258 1.051296 0.0 0.1 0.0 -1.172
C 3.057729 0.971858 0.575895 0.0 -0.1 0.1 -1.092
N 2.446164 -0.139871 0.182807 0.0 0.0 -0.2 0.993
C 3.132757 -1.295544 0.286439 -0.1 -0.2 -0.1 -0.002
C 4.429819 -1.300772 0.772167 0.1 0.1 0.1 -0.479
N 5.050581 -0.185320 1.144929 -0.1 -0.1 0.0 -0.553
C 2.410985 -2.502166 -0.182719 0.1 0.1 0.1 -0.075
C 2.836821 -3.807136 -0.054626 0.0 0.0 0.0 -0.754
C 2.027676 -4.847637 -0.528285 0.1 -0.1 0.0 1.316
C 0.839153 -4.498879 -1.180234 0.0 0.0 0.0 -0.879
C 0.494588 -3.169016 -1.303294 -0.2 0.0 -0.1 -0.041
N 1.249053 -2.207586 -0.769192 0.0 0.1 0.0 0.260
C -0.627073 -2.619610 -2.104845 0.2 -0.1 0.1 0.127
C -1.445618 -3.382163 -2.917183 -0.1 0.0 -0.1 -0.312
N -2.286765 -2.832063 -3.789774 0.1 0.0 0.1 -0.566
C -2.309831 -1.511567 -3.848677 0.0 0.1 0.0 -0.665
C -1.538488 -0.724404 -2.997603 -0.1 -0.1 0.1 -1.451
N -0.712564 -1.271592 -2.115837 0.2 -0.1 0.0 0.978
C 2.424710 -6.267409 -0.353699 0.0 0.1 0.0 0.803
C 3.422792 -6.632024 0.545188 0.0 0.0 0.0 -0.545
C 3.741550 -7.973317 0.690286 0.0 -0.1 0.0 -0.457
N 3.147863 -8.954069 0.014447 -0.1 0.3 0.0 -0.548
C 2.198992 -8.599096 -0.848518 0.0 -0.2 0.0 -0.459
C 1.803604 -7.288306 -1.066440 0.0 0.0 0.0 -0.493
H 4.855595 1.859554 1.352653 0.0 0.0 0.0 0.485
H 2.494901 1.892489 0.525186 0.0 0.0 0.0 0.994
H 4.990474 -2.223455 0.853542 0.0 0.0 0.0 0.482
H 3.790957 -4.020578 0.401968 0.0 0.0 0.0 0.419
H 0.194214 -5.262861 -1.586068 0.0 0.0 0.0 0.341
H -1.421461 -4.463980 -2.879851 0.0 0.0 0.0 0.484
H -2.957418 -1.050475 -4.584255 0.0 0.0 0.0 0.491
H -1.606344 0.351609 -3.009582 0.0 0.0 0.0 1.173
H 3.947704 -5.910849 1.155647 0.0 0.0 0.0 0.324
H 4.512954 -8.271661 1.390696 0.0 0.0 0.0 0.388
H 1.726086 -9.403494 -1.399711 0.0 0.0 0.0 0.392
H 1.041409 -7.098673 -1.808813 0.0 0.0 0.0 0.344
C -0.529002 -3.160795 3.470994 0.0 -0.1 -0.1 -1.455
C -0.148165 -2.627967 2.081120 0.0 -0.2 0.1 0.473
Ge -0.071287 -0.678729 2.141311 -0.4 0.4 -0.4 0.415
C 1.467124 0.083068 3.079674 0.2 0.0 0.1 -0.125
C 1.248840 -0.014527 4.596364 0.1 0.0 0.0 -1.416
C -1.597085 0.097624 2.986109 -0.2 -0.2 0.4 -0.078
C -2.247955 1.014411 2.266838 -0.3 0.3 0.2 0.310
Ge -1.663923 0.914487 0.406732 -0.1 -0.1 0.6 -0.136
C -3.203846 -0.051569 -0.350349 0.0 -0.1 -0.2 -0.738
C -3.371471 -1.463087 0.206402 0.0 0.0 0.0 -1.151
C -1.328136 2.668587 -0.392682 0.2 0.1 -0.2 0.166
C -0.218501 3.456414 0.294662 0.0 0.0 0.1 -1.002
C -3.404850 1.812362 2.759762 0.2 -0.1 0.0 0.745
C -3.769428 1.780574 4.108130 0.0 0.0 0.1 -0.623
C -4.855048 2.503125 4.569649 0.0 0.0 0.0 -0.908
C -5.602590 3.278700 3.691299 0.0 0.0 0.0 -0.471
C -5.250321 3.330491 2.353525 0.0 0.0 0.0 -1.245
C -4.158031 2.604493 1.897123 -0.1 0.1 -0.1 0.386
H -0.683589 -4.239730 3.430905 0.0 0.0 0.0 0.446
H -1.455162 -2.716147 3.836743 0.0 0.0 0.0 0.320
H 0.249575 -2.974182 4.210480 0.0 0.0 0.0 0.299
H -0.904672 -2.916454 1.351230 0.0 0.0 0.0 0.151
H 0.801881 -3.052177 1.756221 0.0 0.0 0.0 -0.117
H 1.547408 1.133083 2.792114 0.0 0.0 0.0 0.207
H 2.395306 -0.417886 2.800443 0.0 0.0 0.0 0.239
H 0.306499 0.439280 4.900888 0.0 0.0 0.0 0.352
H 2.045496 0.513960 5.121192 0.0 0.0 0.0 0.439
H 1.258942 -1.044632 4.952469 0.0 0.0 0.0 0.254
H -1.869067 -0.155400 4.009520 0.0 0.1 0.0 0.464
H -3.211553 -0.065974 -1.436672 0.0 0.1 0.0 0.609
H -4.047531 0.575223 -0.050273 0.0 0.0 0.0 0.735
H -2.463962 -2.061110 0.085832 0.0 0.0 -0.1 -0.052
H -4.181333 -1.996197 -0.293807 0.0 0.0 0.0 0.463
H -3.602209 -1.442577 1.271891 0.0 0.0 0.0 0.341
H -2.276295 3.203996 -0.313037 0.0 0.0 0.0 0.823
H -1.111430 2.562735 -1.455280 -0.1 0.0 -0.1 -0.700
H -0.418676 3.587080 1.360247 0.0 0.0 0.0 0.431
H -0.103376 4.447511 -0.147182 0.0 0.0 0.0 0.419
H 0.747221 2.951204 0.195612 0.0 0.0 0.0 0.115
H -3.195448 1.197697 4.816290 0.0 0.0 0.0 0.364
H -5.117860 2.465111 5.618374 0.0 0.0 0.0 0.420
H -6.452065 3.842489 4.052916 0.0 0.0 0.0 0.412
H -5.823318 3.933809 1.662083 0.0 0.0 0.0 0.423
H -3.907897 2.665735 0.845772 0.0 0.0 0.0 0.146
C 0.449640 7.509002 -3.748891 0.0 -0.1 0.0 -1.570
C 0.638884 6.049190 -3.438634 0.0 0.2 0.0 0.590
C -0.164315 5.080548 -4.026545 -0.1 -0.1 0.0 -1.071
C 0.003163 3.725008 -3.767854 0.1 0.2 0.1 0.790
C -0.902771 2.724517 -4.424520 0.0 0.0 -0.1 -1.416
C 1.023806 3.361782 -2.884196 0.0 -0.1 0.1 0.477
Te 1.448500 1.308046 -2.624487 0.1 0.0 -0.5 0.102
C 1.854972 4.297146 -2.268936 -0.1 0.1 -0.1 0.848
C 2.976038 3.941040 -1.333403 0.0 0.0 0.0 -1.341
C 1.632669 5.639087 -2.562342 0.1 -0.1 0.1 -0.831
H -0.383985 7.665981 -4.430303 0.0 0.0 0.0 0.369
H 1.347227 7.922049 -4.210325 0.0 0.0 0.0 0.373
H 0.257535 8.079303 -2.839584 0.0 0.0 0.0 0.357
H -0.948340 5.385630 -4.710317 0.0 0.0 0.0 0.311
H -1.567722 3.209118 -5.136937 0.0 0.0 0.0 0.482
H -1.536018 2.232126 -3.683059 0.0 0.0 0.0 0.231
H -0.340911 1.960154 -4.972178 0.0 0.0 0.0 0.269
H 3.039194 2.865981 -1.151029 0.0 0.1 -0.1 -0.266
H 2.849228 4.434113 -0.367562 0.0 0.0 0.0 0.391
H 3.939483 4.250435 -1.740039 0.0 0.0 0.0 0.527
H 2.269699 6.383451 -2.095498 0.0 0.0 0.0 0.472
```
Positions in Å, forces in eV/Å.

The calculation puts the gap between HOMO and LUMO (spin up / spin down) at 0.226 / 0.196 Eh. The LUMO energy (spin up / spin down) comes out at -6.663 / -7.489 eV. The strongest force on any atom comes out at 0.683 eV/Å. As for the total energy: -205957.1885 eV. As for the spin multiplicity: 5. The total charge is +2.